No. 1
The following is a DFT calculation (the ωB97M-V functional and the def2-TZVPD basis) of a cluster of 19 separate species, H35O18 in total at a distorted geometry.

CARTESIAN COORDINATES (ANGSTROEM)
O: -5.10655 0.29370 1.87849
H: -3.01996 -0.19188 2.74329
H: -1.92338 1.42163 -0.52764
O: 0.72333 -0.16785 5.59891
H: 2.72754 1.45463 1.81455
O: 4.16080 0.82746 -2.99627
H: 2.30932 -2.64313 -0.08904
H: 4.71569 1.14037 -3.62990
O: 0.20014 5.30113 -1.78424
H: 1.65395 -1.67810 1.73286
H: 1.15683 5.13481 -1.77429
O: -2.74074 -2.95939 2.30757
H: -3.11178 -2.34815 1.75800
H: -5.00204 -0.60629 1.52495
O: 0.14931 2.81355 0.85724
H: -1.51990 -0.92255 2.91498
H: -0.04519 2.36588 1.79911
O: -2.42593 -0.74266 3.31668
H: 3.37868 3.39429 -0.71507
H: 3.96313 1.51116 -2.43982
O: -2.57431 0.51962 0.96552
H: 2.39522 -1.38212 -2.29825
H: 1.98847 2.83345 -0.89696
O: -1.10074 -2.68225 0.15378
H: -1.41697 -3.53445 0.77175
H: -1.69160 -1.85344 0.20479
O: 0.07226 -1.19102 -4.14539
H: 1.02044 -1.18877 -4.35883
H: 1.14371 -0.56001 4.83831
O: 2.69012 3.42567 -1.22606
H: 1.07931 0.95199 -2.76597
H: -2.15749 1.18183 1.61169
O: 1.59562 -2.09626 -0.28105
H: 0.74743 -2.56392 -0.46230
H: -0.24046 4.46196 -1.30103
O: 2.32487 0.59055 1.88340
H: 1.41816 0.21342 6.16104
H: -0.49848 2.40129 0.29266
O: -1.60729 1.84747 -1.32501
H: -2.38495 -2.32274 3.06743
H: -3.83203 0.39271 1.54511
O: 1.58411 -1.87129 2.75864
H: 0.21941 -1.15842 -3.18442
H: 1.80727 -2.78464 3.02292
O: -3.91701 -2.47062 -3.33554
H: -2.16601 1.70295 -2.06176
H: -3.64142 -3.15677 -3.78440
O: 1.56287 0.97761 -1.96148
H: 2.68721 0.21577 2.62128
H: 1.03022 1.49255 -1.32299
O: 2.67585 -2.03248 -2.92196
H: 3.63441 -1.89149 -3.08617
H: -4.69142 -1.86673 -3.46912

## Properties
- Gap between HOMO and LUMO: 0.298 hartree
- Charge: -1
- HOMO energy: -6.01 eV
- Spin multiplicity: 1

Atomic partial charges in e from the Mulliken method, atoms 1 to 6: O -0.816; H 0.293; H 0.260; O -0.612; H 0.226; O -0.514

---

No. 2
The following is a DFT calculation (the ωB97M-V functional and the def2-TZVPD basis) of a cluster of 11 separate species, C39H70O33 in total at a distorted geometry.

CARTESIAN COORDINATES (ANGSTROEM)
C: -5.46466 0.36409 3.18532
C: -4.08188 0.09110 2.64427
O: -3.75075 -1.11588 3.36037
C: -4.89385 -1.66483 3.83576
O: -4.95757 -2.62347 4.53993
O: -5.94777 -0.91133 3.46320
H: -6.06228 0.85152 2.41094
H: -5.49699 1.03785 4.04669
H: -3.42227 0.90220 2.95064
H: -4.02240 -0.02559 1.56230
C: -2.60977 4.76447 0.87043
C: -3.27761 5.38475 -0.38045
O: -3.81882 4.29265 -1.09264
C: -3.82159 3.18562 -0.32368
O: -4.26970 2.12478 -0.62502
O: -3.15112 3.44847 0.80770
H: -3.02301 5.16111 1.79434
H: -1.52684 4.83226 0.79158
H: -2.58168 5.87967 -1.05604
H: -4.06644 6.07748 -0.08332
C: -0.45691 1.26295 4.23599
C: -0.45183 1.12524 2.71459
O: 0.26017 2.31916 2.39207
C: 1.13124 2.60370 3.38153
O: 2.02385 3.38086 3.26760
O: 0.83494 1.84967 4.45150
H: -0.51275 0.29921 4.73483
H: -1.27127 1.87487 4.62526
H: -1.47353 1.21445 2.34723
H: -0.07931 0.18983 2.29973
C: -1.84706 -2.66166 -3.16924
C: -0.42527 -3.21918 -3.15314
C: -0.07364 -4.53219 -3.86640
O: 1.08536 -4.25462 -4.61339
C: 1.34520 -2.91919 -4.55406
O: 2.26048 -2.38136 -5.09408
O: 0.39967 -2.28656 -3.87111
H: -2.46238 -3.17123 -2.42706
H: -2.36080 -2.58598 -4.12709
H: -1.72106 -1.62226 -2.85532
H: -0.04250 -3.33562 -2.13838
H: -0.92280 -4.89136 -4.45247
H: 0.17550 -5.26705 -3.10003
C: -2.64039 3.59124 -7.98186
O: -1.58535 2.83382 -8.56654
C: -0.65999 2.19722 -7.86277
O: 0.24414 1.61549 -8.37724
O: -0.93764 2.29144 -6.55231
C: 0.01096 1.74523 -5.66548
H: -3.41983 3.83389 -8.69527
H: -2.19565 4.47044 -7.51493
H: -3.10940 3.04770 -7.16011
H: 0.94319 2.27497 -5.43702
H: 0.37456 0.79244 -6.05243
H: -0.35721 1.61093 -4.64838
C: -0.96913 1.35559 -1.39467
O: -1.65789 0.39941 -0.62120
C: -1.04396 -0.70519 -0.23674
O: 0.00192 -1.12558 -0.67250
O: -1.77853 -1.24722 0.70023
C: -1.47238 -2.45992 1.37344
H: -0.19762 1.82976 -0.78123
H: -1.68041 2.10640 -1.72964
H: -0.41935 1.00650 -2.27121
H: -0.65464 -2.28617 2.06889
H: -1.15122 -3.15916 0.60174
H: -2.28744 -2.88596 1.94595
C: 5.59707 2.73095 0.78151
C: 4.57694 3.81495 0.97896
O: 3.33258 3.64436 0.29932
C: 2.61405 4.66957 -0.15229
O: 2.98327 5.80887 -0.27120
O: 1.45344 4.19694 -0.56352
C: 0.60478 4.96848 -1.39326
H: 5.98328 2.56533 -0.22326
H: 5.20363 1.79699 1.19260
H: 6.43941 2.95929 1.43699
H: 5.06723 4.77384 0.80317
H: 4.37139 3.78917 2.05098
H: 0.00838 5.76444 -0.95185
H: 0.00927 4.23326 -1.93142
H: 1.22225 5.43280 -2.16692
C: 5.67528 3.88731 -3.28498
C: 5.35074 2.55643 -3.92302
O: 4.24627 1.96684 -3.24595
C: 3.93311 0.70283 -3.52481
O: 4.34892 0.02062 -4.40929
O: 3.05937 0.21274 -2.63402
C: 2.72204 0.93887 -1.46919
H: 4.96662 4.67448 -3.53532
H: 6.70719 4.14256 -3.52192
H: 5.65085 3.75340 -2.20030
H: 6.22913 1.92048 -3.80409
H: 5.11483 2.69868 -4.97811
H: 3.52286 1.22533 -0.78823
H: 1.97461 0.43330 -0.85933
H: 2.22541 1.85467 -1.80162
C: 2.66165 -1.45607 1.77792
C: 1.85308 -2.75097 1.66468
O: 2.81139 -3.81817 1.70708
C: 2.65609 -4.86987 0.92672
O: 1.78306 -4.97758 0.10018
O: 3.67626 -5.71243 1.08374
C: 3.74453 -6.73397 0.10462
H: 2.08618 -0.78236 2.41337
H: 2.97500 -1.05418 0.81809
H: 3.54327 -1.71089 2.36871
H: 1.33967 -2.83837 0.71046
H: 1.21653 -2.76294 2.54713
H: 4.43454 -7.51815 0.40632
H: 3.98760 -6.29425 -0.86226
H: 2.82626 -7.30009 -0.07208
C: 3.88335 0.06207 5.50175
C: 2.89138 -0.83478 6.24930
O: 1.84725 -1.07803 5.28096
C: 0.79392 -1.85434 5.54978
O: -0.09723 -2.01842 4.77443
O: 0.99088 -2.50697 6.70707
C: -0.01858 -3.44399 7.11223
H: 4.31169 -0.46764 4.64619
H: 4.79804 0.20507 6.08243
H: 3.47221 1.01100 5.17037
H: 2.39574 -0.22036 7.00384
H: 3.34840 -1.67730 6.76038
H: 0.37311 -4.05992 7.91398
H: -0.17408 -4.08606 6.24235
H: -0.94937 -2.92640 7.33243
C: -5.02068 -0.97497 -1.35841
C: -5.36795 -2.46017 -1.41796
O: -5.69648 -3.03629 -0.17182
C: -4.81100 -3.79939 0.44286
O: -3.70850 -4.09109 0.04448
O: -5.34836 -4.17219 1.59356
C: -4.55255 -4.88526 2.50649
H: -5.40415 -0.51069 -2.26848
H: -3.93332 -0.91757 -1.30850
H: -5.49640 -0.36803 -0.58917
H: -4.60884 -2.98321 -1.99657
H: -6.26172 -2.48609 -2.04651
H: -4.19858 -5.83600 2.11147
H: -5.06956 -5.02042 3.45457
H: -3.70294 -4.30196 2.87269

## Properties
- Gap between HOMO and LUMO: 0.370 hartree
- Charge: 0
- HOMO energy: -10.04 eV
- SMILES string: C[C@H]1COC(=O)O1.CCOC(=O)OC.CCOC(=O)OC.CCOC(=O)OC.CCOC(=O)OC.CCOC(=O)OC.COC(=O)OC.COC(=O)OC.O=C1OCCO1.O=C1OCCO1.O=C1OCCO1
- Spin multiplicity: 1

Atomic partial charges in e from the Mulliken method, atoms 1 to 6: C -0.489; C 0.656; O 0.039; C 0.407; O -0.573; O -0.364